The following is a DFT calculation (ωB97M-V with the def2-TZVPD basis set) of a cluster of 2 separate species, C10H15Cl2N4 in total in a non-equilibrium geometry.

Geometry as XYZ:
```
31
Properties=species:S:1:pos:R:3:forces:R:3:mulliken_charge:R:1
C 3.414 -0.372 -0.910 0.318 -1.903 0.447 -0.31
C 2.188 0.032 -0.338 -0.661 1.173 -0.103 0.10
C 1.736 1.375 -0.523 2.425 -0.884 -1.606 0.24
N 0.522 1.884 0.059 0.333 1.102 0.974 -0.09
C -0.706 1.591 -0.408 -4.321 -0.794 -0.576 0.11
N -1.316 2.085 -1.581 4.340 -0.957 0.162 -0.30
C -1.600 0.806 -2.330 -0.394 0.013 0.278 -0.45
C -2.008 -0.113 -1.115 -0.380 0.203 -0.434 -0.27
N -1.637 0.714 0.110 2.808 -0.633 -0.678 -0.07
C 2.627 2.158 -1.320 -0.968 -0.577 0.687 -0.26
C 3.796 1.563 -1.840 0.996 1.370 -1.051 -0.25
N 4.278 0.314 -1.682 -2.722 1.130 1.237 -0.51
H 3.725 -1.417 -0.697 -0.284 0.744 -0.162 0.33
H 1.587 -0.681 0.251 0.558 0.377 -0.334 0.16
H 0.609 2.455 0.900 -0.101 -0.545 -0.069 0.30
H -0.517 2.560 -2.023 -0.878 0.496 -0.465 0.36
H -0.659 0.491 -2.830 -0.729 -0.034 0.264 0.29
H -2.397 0.943 -3.084 0.416 -0.070 0.583 0.33
H -3.084 -0.356 -1.182 0.693 -0.015 0.435 0.34
H -1.344 -0.998 -0.992 -0.931 0.286 -0.613 0.28
H -1.213 0.033 0.759 -0.486 0.866 0.395 -0.04
H 2.400 3.217 -1.530 0.266 -0.677 0.060 0.37
H 4.427 2.216 -2.482 -0.462 -0.435 0.514 0.34
Cl -2.752 -0.944 4.097 0.030 0.041 -0.086 -0.16
C -2.598 -2.515 3.275 -0.071 -0.007 -0.034 -0.51
C -1.160 -2.855 2.965 -0.283 -0.391 0.379 -0.53
Cl -0.472 -1.783 1.707 0.310 -0.170 -0.001 -0.16
H -3.206 -2.484 2.371 0.055 0.024 0.038 0.31
H -3.017 -3.267 3.942 0.116 -0.007 -0.009 0.36
H -1.092 -3.873 2.583 -0.006 0.098 -0.119 0.33
H -0.530 -2.781 3.849 0.014 0.175 -0.111 0.35
```
Forces are in eV/Å.

The calculation puts the orbital gap at 8.42 eV. As for the total energy: -41610.4318 eV. The HOMO energy is -13.072 eV. As for the total charge: +1.